Model a:
An isolated molecule of C4H9P, computed with wB97M-V/def2-TZVPD.

Geometry (Å):
C (-0.42, 0.87, 0.18)
H (1.30, -1.27, 1.83)
H (0.25, 1.47, 0.81)
H (2.11, -0.31, 0.52)
H (-1.40, 1.15, 0.40)
H (1.37, -1.96, 0.10)
H (0.92, 0.99, -1.48)
H (-2.34, -0.81, 0.27)
H (-0.31, 2.13, -1.66)
C (-0.13, -0.53, 0.56)
C (-0.13, 1.04, -1.34)
P (-1.83, -1.92, 0.87)
H (-0.67, 0.22, -1.84)
C (1.28, -1.07, 0.78)

Kohn-Sham gap (alpha / beta)   0.256 / 0.311 Ha
Charge   0
SMILES string   [H]/P=C(/C)CC

=====

Model b:
An isolated molecule of C4H9P, computed with wB97M-V/def2-TZVPD.

Geometry (Å):
C (0.04, -1.39, -1.44)
H (0.22, -0.54, 2.17)
H (0.98, 1.94, 0.22)
H (1.40, -0.49, -0.03)
C (-0.56, 0.47, 0.25)
H (-1.46, 0.70, -0.40)
H (-0.37, -0.56, -2.10)
H (-0.57, 2.57, 0.80)
H (0.47, 1.40, 1.83)
P (-0.76, -1.09, 1.24)
H (0.96, -1.89, -1.94)
C (0.31, -0.73, -0.12)
H (-0.82, -2.13, -1.29)
C (0.17, 1.74, 0.81)

Kohn-Sham gap   0.386 Ha
Charge   0
SMILES string   C[C@@H]1P[C@H]1C

=====

The structure with the greatest stability is model b.